51
Properties=species:S:1:pos:R:3 method="wB97M-V/def2-TZVPD" de_lowest_kj_mol=170.1 lumo_energy_ha=-0.04871 largest_force_ev_per_a=2.55 total_charge=0 gap_ev=5.5
C 6.181 2.455 2.556
O 6.109 1.246 1.769
C 5.006 0.478 1.990
C 4.790 -0.649 1.152
C 3.666 -1.425 1.328
C 2.641 -1.091 2.286
C 1.526 -1.967 2.486
C 0.136 -1.613 2.516
C -0.830 -2.659 2.615
C -2.140 -2.398 2.930
C -2.557 -1.058 3.068
O -3.889 -0.828 3.362
C -4.657 0.019 2.539
C -5.484 -0.605 1.605
C -6.200 0.175 0.701
C -6.142 1.573 0.778
C -5.324 2.186 1.734
C -4.586 1.410 2.637
C -1.656 0.001 2.894
C -0.329 -0.275 2.612
C 2.862 0.076 3.059
C 4.047 0.784 2.982
H 7.099 2.959 2.250
H 5.318 3.106 2.352
H 6.220 2.235 3.634
H 5.529 -0.882 0.383
H 3.512 -2.317 0.716
H 1.759 -3.033 2.383
H -0.491 -3.689 2.483
H -2.879 -3.197 3.033
H -5.515 -1.697 1.588
H -6.814 -0.324 -0.053
H -6.735 2.177 0.092
H -5.257 3.279 1.787
H -3.950 1.869 3.397
H -2.020 1.028 2.983
H 0.367 0.557 2.510
H 2.135 0.438 3.794
H 4.227 1.622 3.663
S 1.236 -1.540 5.106
C 2.652 -1.966 5.868
C 3.474 -1.031 6.564
C 4.687 -1.446 7.097
C 5.110 -2.778 6.917
C 4.246 -3.735 6.349
C 3.028 -3.337 5.830
H 3.099 -0.012 6.660
H 5.304 -0.745 7.658
H 6.115 -3.071 7.227
H 4.520 -4.787 6.311
H 2.316 -4.031 5.384



38
Properties=species:S:1:pos:R:3 method="wB97M-V/def2-TZVPD" de_lowest_kj_mol=0.0 lumo_energy_ha="0.10836 / 0.09659" largest_force_ev_per_a=3.62 total_charge=-1 gap_ev="5.7 / 4.2"
Tl 1.687 -0.209 -0.451
Cl 0.134 -2.202 -0.557
Cl 2.138 2.228 0.173
C 2.989 -1.279 0.922
H 3.739 -0.573 1.275
H 3.305 -2.180 0.404
C -1.007 1.617 -1.805
C 0.073 1.134 -2.346
H -0.944 2.450 -1.101
C 0.089 -0.020 -3.322
H 1.041 1.627 -2.176
C -1.292 -0.196 -3.972
H 0.873 0.102 -4.086
H 0.328 -0.952 -2.775
C -2.393 -0.187 -2.910
H -1.455 0.642 -4.658
H -1.336 -1.116 -4.564
C -2.392 1.130 -2.106
H -3.368 -0.316 -3.393
H -2.240 -1.021 -2.211
H -2.949 1.885 -2.684
H -2.958 0.995 -1.173
C 1.274 -2.727 4.441
N 0.617 -1.663 3.677
C -0.523 -1.082 4.165
C -1.083 -0.030 3.498
C -0.421 0.459 2.348
N 0.646 -0.188 1.874
C 1.178 -1.179 2.544
O 2.280 -1.785 2.136
N -0.819 1.549 1.653
H 0.516 -3.187 5.077
H 2.067 -2.308 5.073
H 1.702 -3.469 3.764
H -0.881 -1.530 5.085
H -1.982 0.460 3.844
H -1.538 2.136 2.054
H -0.117 2.006 1.061



12
Properties=species:S:1:pos:R:3 method="wB97M-V/def2-TZVPD" de_lowest_kj_mol=251.4 lumo_energy_ha=0.03635 largest_force_ev_per_a=2.28 total_charge=0 gap_ev=9.4
C -1.438 0.648 0.609
C -0.508 -0.549 0.469
N 0.552 -0.294 -0.483
C 1.832 -0.099 -0.276
O 2.249 -0.180 1.009
H -2.239 0.428 1.320
H -1.900 0.907 -0.351
H -0.885 1.523 0.966
H -1.054 -1.439 0.140
H -0.022 -0.784 1.419
H 0.329 -0.178 -1.459
H 3.093 0.031 0.559



94
Properties=species:S:1:pos:R:3 method="wB97M-V/def2-TZVPD" s_squared=6.012 de_lowest_kj_mol=0.0 lumo_energy_ha="-0.12019 / -0.12084" largest_force_ev_per_a=0.24 multiplicity=5 total_charge=+1 gap_ev="6.9 / 7.0"
Fe 0.411 0.617 -0.232
C 1.753 -4.331 -4.968
C 1.424 -3.003 -4.346
C 0.451 -2.181 -4.819
C 0.157 -0.909 -4.235
C -0.852 -0.206 -4.901
N -1.298 1.038 -4.885
C -0.769 2.258 -4.276
C 0.622 2.615 -4.785
C 1.096 3.949 -4.222
N 1.068 3.919 -2.762
C 0.902 4.950 -1.986
C 0.850 4.879 -0.573
C 0.688 6.062 0.181
C 0.633 6.042 1.551
C 0.472 7.291 2.372
C 0.756 4.788 2.180
C 0.879 3.594 1.499
C 1.061 2.357 2.261
N 0.935 1.180 1.799
C 1.243 0.060 2.687
C 2.112 -1.004 1.996
C 3.056 -0.485 0.902
N 2.319 -0.373 -0.355
C 2.585 -1.199 -1.281
C 1.841 -1.394 -2.526
C 2.116 -2.560 -3.198
C 0.813 -0.500 -3.014
O 0.479 0.559 -2.414
C 0.929 3.607 0.072
O 1.050 2.545 -0.629
H 1.114 -4.529 -5.826
H 1.614 -5.142 -4.252
H 2.790 -4.363 -5.306
H -0.120 -2.484 -5.690
H -1.396 -0.803 -5.627
H -2.081 1.191 -5.500
H -0.752 2.137 -3.198
H -1.477 3.048 -4.536
H 0.627 2.681 -5.875
H 1.322 1.828 -4.499
H 0.461 4.769 -4.563
H 2.114 4.151 -4.559
H 1.172 3.024 -2.252
H 0.785 5.918 -2.468
H 0.616 7.007 -0.346
H 0.431 8.174 1.736
H 1.305 7.417 3.065
H -0.444 7.260 2.963
H 0.752 4.756 3.266
H 1.349 2.495 3.309
H 0.297 -0.406 2.971
H 1.737 0.435 3.589
H 1.465 -1.760 1.549
H 2.703 -1.502 2.766
H 3.904 -1.167 0.788
H 3.450 0.500 1.162
H 3.412 -1.904 -1.142
H 2.893 -3.204 -2.795
O -3.416 -4.408 -1.106
C -3.676 -4.491 0.190
O -4.487 -5.263 0.636
C -2.935 -3.573 1.106
C -3.167 -3.587 2.461
N -2.370 -2.648 2.997
N -1.625 -2.006 2.093
C -1.956 -2.558 0.932
C -1.316 -2.058 -0.325
O -1.703 -2.497 -1.419
O -0.394 -1.198 -0.198
H -2.732 -3.702 -1.286
H -3.836 -4.200 3.040
H -2.291 -2.397 3.967
C -5.124 -0.198 -3.620
Ge -4.755 0.296 -1.761
C -5.121 -1.176 -0.547
C -5.759 1.895 -1.258
C -2.832 0.726 -1.701
Se -2.213 1.390 0.030
C -2.387 3.279 -0.390
H -6.166 -0.492 -3.746
H -4.500 -1.044 -3.911
H -4.928 0.640 -4.291
H -6.195 -1.302 -0.412
H -4.675 -0.986 0.430
H -4.714 -2.105 -0.944
H -6.828 1.686 -1.283
H -5.561 2.723 -1.941
H -5.502 2.206 -0.244
H -2.586 1.499 -2.429
H -2.233 -0.157 -1.931
H -3.428 3.508 -0.603
H -1.760 3.520 -1.248
H -2.055 3.851 0.474